9
Properties=species:S:1:pos:R:3:forces:R:3 method="wB97M-V/def2-TZVPD" spin_multiplicity=1 e_homo_ev="-8.76 / -8.77" lumo_ha="-0.1810 / -0.1809" homo_lumo_gap_ha="0.1408 / 0.1413" e_above_lowest_ev=5.774 total_energy_ha=-858.73707
N -1.870267 -1.646749 0.009646 1.6 -0.4 -0.3
N 0.620837 1.614161 0.105762 0.2 0.7 0.2
O 2.250065 -0.259294 1.120546 -0.2 0.0 0.1
O 2.592678 0.368994 -1.240126 -0.3 0.0 -0.1
F -0.195016 1.744402 -0.967458 -0.1 -0.2 0.1
F -0.209327 1.354174 1.134511 -0.2 -0.2 -0.2
S 1.704161 -0.017005 -0.182408 -0.1 -0.5 0.1
H -2.418192 -1.324280 -0.779371 -0.5 0.3 0.0
H -2.474940 -1.834402 0.798899 -0.5 0.4 0.3



70
Properties=species:S:1:pos:R:3:forces:R:3 method="wB97M-V/def2-TZVPD" spin_multiplicity=1 e_homo_ev=-12.56 lumo_ha=-0.0979 homo_lumo_gap_ha=0.3638 charge=+1 e_above_lowest_ev=2.002 total_energy_ha=-1643.96169
C -6.073900 -2.125440 -12.470850 0.1 -0.8 -0.5
C -4.679660 -2.666150 -12.890590 -2.2 0.6 -0.9
N -3.739900 -2.495360 -11.868330 3.9 3.4 0.3
C -3.758460 -3.102670 -10.670770 0.0 -0.7 0.9
C -2.742810 -2.642200 -9.901010 1.3 1.8 -0.9
N -2.068760 -1.639280 -10.701460 -0.9 -1.1 0.4
C -2.689990 -1.568720 -11.887980 -0.9 -1.8 1.3
C -0.860650 -0.877860 -10.301670 1.0 -0.2 0.0
H -6.044370 -1.176700 -11.935010 0.2 -0.1 0.1
H -6.566820 -2.934310 -11.931540 -0.1 0.4 0.5
H -6.677240 -1.990980 -13.368630 0.4 0.2 -0.1
H -4.383310 -2.053340 -13.741910 0.3 -0.7 -0.2
H -4.745700 -3.744420 -13.035750 -0.1 0.2 -0.8
H -4.523050 -3.844590 -10.493730 0.2 0.0 0.3
H -2.386640 -2.831160 -8.899090 -0.3 -0.1 -0.2
H -2.337580 -0.895360 -12.655300 -0.4 -0.3 -0.4
H -0.772110 0.152450 -10.646230 -1.3 0.1 0.3
H 0.076150 -1.218850 -10.742400 -0.3 -1.0 -0.3
H -0.679030 -0.950840 -9.229390 -0.6 0.2 -0.1
O -0.189720 -3.268510 -7.878820 0.1 0.3 -0.1
H 0.616880 -3.048580 -8.344950 0.3 0.1 -0.1
H -0.069250 -2.899980 -7.003660 0.0 0.1 0.4
O 1.588610 1.109470 -10.597850 0.0 -0.1 -0.2
H 1.228520 1.151730 -11.483730 -0.2 0.1 -0.3
H 2.501460 0.849610 -10.721990 0.4 0.0 0.1
O -3.305670 1.193160 -12.536750 0.0 -0.1 -0.2
H -3.520370 0.770710 -11.705080 -0.1 -0.1 0.4
H -3.761590 2.034150 -12.503480 0.0 0.5 0.0
O -6.798290 -3.326160 -16.088300 0.5 -0.1 -0.3
H -7.635040 -3.254160 -15.629070 -0.3 -0.1 0.4
H -6.551670 -2.421560 -16.280970 0.1 0.2 -0.2
O -6.266000 -0.940810 -8.429450 0.1 -0.1 0.2
H -6.326880 -1.676340 -9.038970 0.0 -0.3 -0.2
H -7.022150 -0.392480 -8.638730 0.0 0.3 -0.1
O 0.583610 1.149960 -8.091790 -0.3 -0.3 0.7
H 0.022230 1.922760 -8.029660 0.0 0.1 0.1
H 0.809380 1.091350 -9.020140 0.3 0.1 -0.5
O -8.477320 -3.431840 -13.893670 -0.1 -0.1 -0.3
H -8.804330 -4.237540 -13.493480 -0.2 -0.1 0.0
H -8.299830 -2.851210 -13.153670 -0.3 0.0 0.2
O -9.275280 -3.021220 -11.227990 0.3 0.1 0.0
H -9.574660 -2.297520 -10.677660 -0.2 0.2 0.1
H -9.683680 -3.798080 -10.845990 -0.2 -0.2 0.1
O -4.269120 -4.959450 -8.115390 -0.8 0.2 -0.3
H -3.534110 -5.215310 -8.672640 0.6 -0.3 0.0
H -3.898130 -4.915200 -7.234120 0.1 0.1 0.2
O -5.189700 0.774680 -14.673230 -0.4 -0.2 -0.2
H -4.660680 0.806050 -13.876120 0.3 -0.1 0.3
H -4.795420 1.429980 -15.248870 0.1 0.1 -0.3
O -1.494260 -5.409700 -8.725280 -0.5 -0.6 -0.4
H -0.882800 -4.763750 -8.371590 0.2 0.4 0.4
H -1.113260 -5.666110 -9.565120 0.0 -0.3 -0.2
O -4.544930 -7.100980 -12.128180 0.4 -0.1 -0.2
H -5.041750 -6.580320 -11.497050 -0.2 0.2 0.4
H -5.197940 -7.395970 -12.762840 -0.1 -0.2 -0.2
O -3.910450 -1.768850 -7.133510 0.6 -0.3 0.1
H -3.702150 -1.149500 -6.434050 0.1 0.1 0.2
H -4.775120 -1.499240 -7.443150 -0.5 0.2 -0.1
O -7.388900 0.767570 -10.739640 0.3 -0.2 0.1
H -7.741130 1.489060 -10.218470 -0.1 0.4 0.1
H -8.105780 0.135260 -10.789550 -0.3 -0.1 -0.2
O 0.086640 -1.073100 -13.792390 -0.2 0.2 0.3
H -0.091800 -2.013460 -13.803240 0.0 -0.3 -0.1
H 0.966530 -0.991530 -14.160310 0.2 0.1 -0.2
O -2.051390 2.616530 -9.824720 0.2 -0.2 -0.3
H -1.921600 2.887890 -8.916020 0.0 0.1 0.2
H -2.993230 2.461620 -9.896730 -0.2 0.0 0.1
O -6.348310 -5.369930 -10.756840 0.1 0.3 -0.1
H -7.126680 -5.593120 -11.267290 -0.2 -0.1 -0.2
H -6.686170 -5.145170 -9.889910 0.1 -0.1 0.5



21
Properties=species:S:1:pos:R:3:forces:R:3 method="wB97M-V/def2-TZVPD" spin_multiplicity=1 e_homo_ev=-9.98 lumo_ha=0.0060 homo_lumo_gap_ha=0.3729 e_above_lowest_ev=2.226 total_energy_ha=-1393.26992
O -2.530141 -1.481844 1.767064 2.4 -0.7 -3.7
C -1.979526 -1.669169 0.679811 -1.5 0.8 2.6
Cl -3.105927 -1.791566 -0.789679 1.1 0.0 0.9
C -0.437990 -1.767671 0.367540 -0.1 -1.0 -0.6
C 0.453449 -0.473718 0.670432 0.3 -0.4 0.7
C -0.312024 0.913587 0.861470 0.7 1.2 0.8
C 0.379530 2.180852 0.117537 -1.2 0.5 2.0
O -0.179094 2.338844 -1.211692 1.8 -1.6 -0.4
S -0.068918 0.779941 -1.908639 -1.8 0.0 -2.6
O -0.312684 0.907818 -3.386945 1.5 0.3 3.7
O 1.506736 0.323604 -1.578068 -0.5 0.8 -0.3
C 1.660184 -0.479811 -0.394396 0.3 -1.4 1.2
H -0.298719 -2.102957 -0.725215 -0.5 0.7 1.7
H -0.017232 -2.641833 0.991583 -0.9 1.3 -0.8
H 0.962840 -0.690870 1.683994 -0.7 0.4 -1.6
H -1.408247 0.945480 0.571585 1.4 -0.4 0.2
H -0.283964 1.192454 1.980962 -0.1 -0.6 -1.7
H 1.513430 2.181032 0.173015 -1.4 -0.2 -0.5
H 0.031785 3.100677 0.718753 0.5 -1.3 -1.2
H 2.629050 -0.192446 0.147917 -1.4 0.0 -1.0
H 1.797461 -1.572403 -0.737028 -0.1 1.6 0.5



23
Properties=species:S:1:pos:R:3:forces:R:3 method="wB97M-V/def2-TZVPD" spin_multiplicity=1 e_homo_ev=-11.70 lumo_ha=-0.1833 homo_lumo_gap_ha=0.2467 charge=+1 e_above_lowest_ev=4.636 total_energy_ha=-1779.57190
C 1.456383 1.705177 0.372565 0.6 0.9 0.6
C 2.690600 2.214424 0.212425 -0.7 -0.9 0.3
C 3.105351 -3.036693 1.137442 0.7 2.2 0.9
C -5.509695 2.994521 -0.219276 1.2 2.0 -0.8
C 3.727567 -1.737494 0.582982 -0.1 1.0 2.8
C -5.359378 2.270682 -1.342155 -2.8 -2.9 4.2
N 2.704969 -0.633008 -2.779758 -0.8 -0.7 -0.9
N 2.966664 -0.863921 -1.667478 1.3 -1.5 2.0
N 3.098697 -1.307005 -0.625883 -1.2 1.5 -1.9
Cl 0.668550 0.719109 -0.812356 -0.3 0.7 0.6
Cl 3.426177 1.966987 -1.300431 1.1 0.5 -0.5
Cl 3.704587 2.900551 1.440667 -0.8 -0.1 -0.5
H 2.054141 -2.878421 1.103833 -1.0 -0.4 -0.1
H 3.448854 -3.888770 0.564620 0.0 -0.3 0.6
H 3.354365 -2.870257 2.227019 0.1 -1.5 -1.1
H -5.082703 4.061274 -0.199115 -0.6 -1.6 -0.1
H 0.892123 1.992448 1.254227 -0.1 -0.5 -0.1
H -5.974133 2.755117 0.750928 0.1 -0.5 -0.9
H 4.751904 -1.921915 0.305072 0.6 0.3 0.3
H 3.584820 -0.878554 1.445312 0.5 -1.9 -2.6
H -5.785909 1.206449 -1.357436 0.6 1.6 0.1
H -4.902653 2.497473 -2.212367 1.5 1.4 -2.5
H 3.165311 0.092377 -3.300042 0.2 0.6 -0.1



18
Properties=species:S:1:pos:R:3:forces:R:3 method="wB97M-V/def2-TZVPD" spin_multiplicity=1 e_homo_ev=-9.60 lumo_ha=0.0415 homo_lumo_gap_ha=0.3943 e_above_lowest_ev=1.931 total_energy_ha=-327.06039 smiles="C/N=C/O.C=CC"
C 2.580031 -0.620734 0.086427 0.2 -0.2 0.0
N 1.346612 0.102057 -0.091252 0.0 0.6 0.2
C 1.421160 1.354764 0.031460 0.3 -0.3 0.1
O 0.359572 2.163441 -0.000001 -0.1 0.0 0.4
H 2.462861 -1.302394 0.935898 0.1 0.0 -0.2
H 2.776149 -1.209166 -0.814227 0.1 -0.1 0.2
H 3.446178 0.032075 0.288900 -0.1 -0.1 -0.1
H 2.365272 1.881615 0.210829 -0.1 0.1 -0.1
H -0.424600 1.599900 0.171032 0.0 0.2 -0.5
C -2.397734 0.756157 -0.155171 -0.1 -0.2 -0.2
C -1.619804 -0.208995 -0.639786 -0.3 0.1 0.0
C -1.349292 -1.484072 0.076447 0.0 -0.1 0.0
H -2.744901 1.553329 -0.802900 0.2 0.2 0.3
H -2.760671 0.710108 0.870887 -0.2 0.0 -0.2
H -1.195130 -0.111953 -1.639454 -0.2 -0.1 0.1
H -1.706506 -1.434421 1.110368 0.1 0.0 -0.1
H -1.917182 -2.270403 -0.434177 0.2 -0.1 0.1
H -0.283874 -1.715743 0.043872 -0.2 -0.1 0.1



19
Properties=species:S:1:pos:R:3:forces:R:3 method="wB97M-V/def2-TZVPD" spin_multiplicity=1 e_homo_ev=-8.66 lumo_ha=0.0359 homo_lumo_gap_ha=0.3542 e_above_lowest_ev=2.901 total_energy_ha=-344.27843 smiles=CN(N)C(C)(C)O
C -1.063910 0.460633 1.388890 -0.1 0.1 -0.2
N -0.951666 -0.178318 0.077414 -2.6 2.4 -2.3
N -1.585164 0.884013 -1.043215 0.7 -1.1 1.8
C 0.357000 -0.387603 -0.430544 2.4 -2.6 3.2
C 1.009218 -1.463880 0.752678 -0.3 1.5 -2.2
C 1.316788 0.788868 -0.587220 -0.1 0.1 -0.2
O 0.316337 -1.145042 -1.606186 -0.3 0.2 -0.3
H -0.416352 1.333223 1.514254 0.0 0.1 0.0
H -0.851119 -0.261392 2.182325 0.1 0.0 -0.3
H -2.099490 0.774169 1.551366 0.1 0.0 -0.2
H -1.910339 0.305183 -1.819286 0.1 -0.3 0.4
H -2.451333 1.254206 -0.641202 0.4 -0.3 0.2
H 1.338976 -0.912059 1.634410 -0.1 0.0 -0.1
H 0.308037 -2.258384 1.012798 -0.2 0.3 -0.1
H 1.868509 -1.922608 0.259384 0.0 0.1 0.1
H 0.996830 1.436331 -1.408702 -0.1 0.0 0.1
H 1.384448 1.394535 0.317614 0.0 -0.1 0.0
H 2.317224 0.420391 -0.837476 -0.2 -0.1 0.2
H 0.116005 -0.522264 -2.317302 0.1 -0.2 -0.1